[1]
{"formula": "C25H24F3MgN5SbSe4", "method": "ωB97M-V/def2-TZVPD", "total_charge": -1, "e_tot_ha": -11586.801746, "elements": ["H", "C", "C", "C", "C", "F", "H", "C", "H", "C", "C", "C", "N", "H", "C", "C", "H", "N", "Se", "Se", "Se", "C", "F", "C", "C", "C", "C", "H", "H", "Sb", "H", "C", "C", "H", "C", "H", "H", "H", "C", "Mg", "Se", "C", "H", "N", "H", "H", "C", "F", "H", "H", "N", "H", "C", "C", "H", "C", "H", "H", "H", "C", "H", "N", "H"], "coordinates": [[-0.0256, -2.0474, -2.1990], [4.4015, 1.8048, -0.9614], [-0.4847, -4.6491, -0.0912], [0.2703, -2.6493, 0.9872], [-0.1211, -3.9776, 1.0650], [-6.4750, -5.1463, -0.4927], [5.0068, 2.0230, -1.8295], [-0.4310, -3.9728, -1.2939], [-3.2449, -2.6817, 2.0406], [-3.5321, -2.6670, 0.9939], [-3.9622, 2.2545, 0.9081], [-6.0993, -4.1561, -1.3236], [0.2795, -1.9805, -0.1738], [-0.1305, -4.4755, 2.0257], [-4.1825, -2.5852, -1.6385], [-4.9300, -3.3788, -0.7853], [-2.4110, 0.8868, -1.7520], [-1.5884, 1.0778, 0.1271], [-3.0441, 2.5122, -3.9539], [0.1075, 0.3482, -2.8983], [-0.9622, 4.0336, -1.2409], [-3.8020, 1.7991, -0.3863], [-7.1748, -3.3702, -1.5073], [3.2427, 1.0649, -1.1002], [-0.0514, -2.6399, -1.2890], [3.8826, 2.0348, 1.3587], [-0.4536, 1.6700, 2.1533], [-0.6623, 1.7172, 3.2317], [-2.9585, 2.5703, 2.7950], [-0.6501, 2.8057, -3.4954], [-5.1787, -4.0296, 1.2535], [-3.1209, -1.8702, -1.1025], [2.7481, 1.2718, 1.1359], [-0.7977, -5.6850, -0.0485], [-2.8955, 2.1665, 1.7926], [1.8029, -1.6942, 2.0721], [-0.0152, -0.4842, 3.6320], [-4.8923, 2.7137, 1.2199], [0.7429, -1.9234, 2.2123], [0.3350, 0.2777, -0.3946], [1.1271, 3.8815, -0.1403], [4.7195, 2.3040, 0.2904], [4.0742, 2.4444, 2.3420], [2.4470, 0.7862, -0.0666], [-0.6918, -4.4491, -2.2287], [-1.0792, -0.7759, 2.2512], [1.8287, 0.9103, 2.2831], [-5.8188, -4.7213, -2.5104], [0.0535, 2.5944, 1.8247], [-2.5037, -1.2416, -1.7389], [0.4643, 0.5519, 1.8593], [2.8866, 0.7128, -2.0621], [-0.0334, -0.6515, 2.5452], [-2.5958, 1.2166, -0.7358], [-4.4043, -2.5206, -2.6949], [-1.7152, 1.5966, 1.3524], [-4.5570, 1.9216, -1.1496], [5.5997, 2.9189, 0.4299], [0.6905, -2.6041, 3.0632], [-4.6117, -3.4237, 0.5614], [2.2771, 0.0613, 2.8055], [-2.7954, -1.9126, 0.1883], [1.8013, 1.7330, 3.0025]], "forces_ev_per_a": [[0.0, 0.0, 0.0], [0.0, 0.0, 0.0], [0.0, 0.0, 0.0], [0.0, 0.0, -0.1], [0.0, 0.0, 0.0], [0.0, 0.0, 0.0], [0.0, 0.0, 0.0], [0.0, 0.0, 0.0], [0.0, 0.0, 0.0], [-0.1, -0.1, -0.1], [0.0, 0.0, 0.0], [0.0, 0.0, 0.0], [0.0, -0.1, 0.0], [0.0, 0.0, 0.0], [0.0, 0.0, 0.0], [0.0, 0.0, 0.0], [-0.1, 0.0, 0.0], [-0.1, -0.1, 0.1], [-0.1, 0.0, -0.1], [0.0, 0.0, 0.0], [0.1, 0.1, 0.1], [0.0, 0.0, 0.0], [0.0, 0.0, 0.0], [0.0, 0.0, 0.0], [0.1, 0.0, 0.0], [0.0, 0.0, 0.0], [0.1, 0.1, 0.0], [0.0, 0.0, 0.0], [0.0, 0.0, 0.0], [0.1, 0.0, -0.1], [0.0, 0.0, 0.0], [0.0, 0.0, 0.0], [0.0, -0.1, 0.0], [0.0, 0.0, 0.0], [0.0, 0.0, 0.0], [0.0, 0.0, 0.0], [0.0, 0.0, 0.0], [0.0, 0.0, 0.0], [0.0, 0.0, 0.0], [0.1, 0.5, -0.3], [-0.2, -0.1, -0.1], [0.0, 0.0, 0.0], [0.0, 0.0, 0.0], [-0.1, -0.2, 0.1], [0.0, 0.0, 0.0], [0.0, 0.0, 0.0], [0.0, 0.0, -0.1], [0.0, 0.0, 0.0], [0.0, 0.0, 0.0], [0.0, 0.0, 0.0], [0.0, 0.0, 0.2], [0.0, 0.0, 0.0], [0.0, 0.0, 0.0], [0.1, 0.0, 0.1], [0.0, 0.0, 0.0], [-0.1, 0.0, -0.1], [0.0, 0.0, 0.0], [0.0, 0.0, 0.0], [0.0, 0.0, 0.0], [0.0, 0.0, 0.0], [0.0, 0.0, 0.0], [0.0, 0.0, 0.1], [0.0, 0.0, 0.0]]}

=====

[2]
{"formula": "C25H24F3N5O5", "method": "ωB97M-V/def2-TZVPD", "e_tot_ha": -1916.434442, "smiles": "N#COOC(=O)OC[C@@H](O)C(F)(F)F.c1ccncc1.c1ccncc1.c1ccncc1.c1ccncc1", "elements": ["H", "C", "C", "C", "C", "C", "O", "O", "N", "H", "C", "C", "C", "C", "H", "H", "H", "N", "H", "H", "H", "O", "C", "H", "H", "H", "H", "H", "C", "H", "C", "C", "C", "H", "H", "H", "C", "C", "C", "H", "C", "N", "N", "C", "F", "O", "H", "N", "F", "H", "C", "H", "C", "C", "H", "O", "C", "F", "H", "C", "H", "C"], "coordinates": [[7.5693, 4.6796, 1.7730], [0.5707, -0.0332, -1.6620], [-6.7337, -3.8829, -0.9267], [-0.4824, 1.1560, 4.2297], [-2.6326, -1.3761, 0.3208], [7.3348, 5.0118, 0.7704], [2.8357, -0.8559, -1.9269], [4.7920, 0.4781, -2.3753], [7.6488, 0.7668, -0.8613], [0.1494, -0.7950, -2.3613], [-4.2562, -2.4642, 1.4887], [0.5007, -0.7487, 5.2618], [-5.3938, -4.1995, -1.0906], [-4.7928, -0.3944, 0.4411], [-4.6305, -3.7282, -0.4824], [-7.9123, -5.9520, -3.3242], [7.4398, 7.1099, 1.2218], [6.8032, 4.4318, -1.4988], [-3.1310, 0.4813, -0.6162], [-5.4625, -6.3999, -3.4685], [1.3245, -0.7701, 0.0274], [0.4636, -0.5633, -0.3663], [4.0790, -0.7246, -2.4641], [-6.2043, -1.5565, 1.5818], [1.9697, 0.5223, -3.2110], [1.1741, -1.2066, 5.9789], [-4.5207, -3.3298, 2.0875], [-1.6051, -1.3735, -0.0167], [6.9570, 6.7351, -0.8384], [-1.5790, -1.7902, 3.0051], [-5.8568, -5.6848, -2.7541], [-5.1914, -1.4775, 1.2088], [7.0999, 4.0935, -0.2412], [-5.4924, 0.3970, 0.1994], [-7.0415, -3.1590, -0.1843], [0.9760, 1.2744, 5.8117], [-3.4851, -0.3423, -0.0136], [-1.2095, 0.2898, 3.4296], [-0.3903, 1.2245, -1.7392], [-0.5956, 2.2285, 4.1238], [-7.6616, -4.5165, -1.7374], [-2.9906, -2.4333, 1.0606], [-4.9445, -5.0854, -1.9850], [6.5475, 0.8659, -1.0969], [-1.3631, 0.9658, -2.6547], [5.2197, 0.6585, -1.0493], [2.3943, 1.2352, -1.6196], [-0.1909, -1.6031, 4.5028], [0.2302, 2.3433, -2.1953], [6.8917, 7.7779, -1.1193], [7.2615, 6.3601, 0.4604], [-8.7181, -4.2957, -1.6413], [-7.2184, -5.4372, -2.6729], [0.3917, 0.6301, 5.1678], [6.4916, 5.9815, -2.8027], [4.5604, -1.6531, -2.9769], [6.7360, 5.7370, -1.7744], [-0.9583, 1.4616, -0.5335], [-1.9017, 0.6621, 2.6851], [2.0135, 0.3165, -2.1125], [7.1501, 3.0308, -0.0487], [-1.0296, -1.0740, 3.6060]], "forces_ev_per_a": [[0.0, 0.0, 0.0], [0.1, -0.2, -0.2], [0.0, -0.1, -0.1], [0.0, 0.1, 0.0], [0.2, -0.5, 0.1], [0.0, 0.1, 0.0], [0.4, 1.9, 0.1], [-1.2, 0.3, -1.6], [2.7, 0.4, 0.2], [0.3, 0.6, 0.3], [0.3, 0.0, 0.2], [-0.1, -0.3, -0.1], [0.3, -0.2, -0.2], [-0.1, 0.0, 0.0], [-0.1, 0.0, -0.1], [0.0, 0.0, 0.0], [0.0, 0.0, 0.0], [0.0, 0.2, 0.2], [-0.1, 0.0, 0.0], [-0.1, 0.0, 0.0], [-0.2, 0.1, -0.3], [0.5, 0.1, 0.2], [-0.7, -0.9, 1.1], [0.0, 0.0, 0.0], [0.0, 0.0, 0.8], [0.0, 0.1, 0.0], [-0.1, 0.0, 0.0], [0.0, 0.0, 0.0], [0.0, 0.0, 0.0], [0.0, 0.1, 0.0], [0.3, 0.0, 0.1], [0.1, 0.1, 0.0], [-0.1, 0.0, -0.2], [0.0, 0.0, 0.0], [0.0, 0.0, 0.0], [0.0, 0.0, 0.0], [-0.2, 0.1, 0.0], [0.0, 0.0, 0.1], [0.2, -0.6, -0.4], [0.0, 0.0, 0.0], [-0.1, 0.0, 0.0], [-0.3, 0.3, -0.1], [-0.4, 0.1, 0.0], [-4.0, -1.4, 0.2], [0.2, 0.2, 0.8], [1.5, 0.9, 1.1], [0.0, -0.8, 0.0], [0.0, 0.4, 0.0], [-0.3, -0.4, 0.7], [0.0, 0.0, 0.0], [0.0, 0.1, 0.1], [0.0, 0.0, 0.0], [0.0, 0.0, 0.0], [0.0, 0.0, 0.0], [0.0, 0.1, 0.0], [1.2, -1.1, -1.1], [0.0, -0.3, -0.1], [0.4, 0.3, -1.3], [0.0, -0.1, 0.0], [-1.0, 0.7, -0.7], [0.1, 0.1, 0.1], [0.1, -0.3, 0.1]]}